Below is a 2-piece molecular cluster, C5H13NS overall, with properties calculated with ωB97M-V/def2-TZVPD.

## Properties
E_HOMO (alpha / beta) (eV): -13.168 / -12.701
DFT total energy (hartree): -650.7056
Net charge: +1
Multiplicity: 2

```
20
Properties=species:S:1:pos:R:3:mulliken_charge:R:1
C -0.05 -0.48 -2.11 -0.729
C -0.78 0.75 -1.51 -0.015
S 0.25 2.21 -1.55 0.026
C 0.79 -1.35 -1.02 -0.454
N -0.15 -1.69 0.03 -0.251
C 0.10 0.12 1.96 -0.525
C 0.09 1.57 1.61 -0.955
H -0.62 -1.33 -2.40 0.353
H 0.70 -0.28 -2.76 0.435
H -0.91 0.52 -0.48 -0.242
H -1.88 0.81 -1.69 0.382
H -0.05 -2.63 0.47 0.339
H 1.57 -0.79 -0.41 0.308
H 1.18 -2.27 -1.48 0.462
H -1.01 -0.12 2.28 0.332
H 0.28 -0.83 1.23 0.036
H 0.45 -0.04 2.99 0.479
H -0.61 1.77 0.76 0.394
H 1.03 1.97 1.54 0.304
H -0.39 2.09 2.55 0.323
```